1.
{"formula": "C6H10O", "method": "ωB97M-V/def2-TZVPD", "total_energy_ev": -8426.890, "charge": 0, "largest_force_ev_per_a": 5.99, "species": ["H", "H", "H", "C", "C", "H", "C", "C", "H", "C", "H", "H", "O", "H", "H", "H", "C"], "coordinates": [[-2.695, 0.735, -2.767], [-0.719, -1.218, 0.559], [1.278, 2.279, 0.089], [0.182, 0.747, -0.111], [1.101, -0.360, -0.430], [-1.383, -0.581, -2.577], [-1.823, 0.276, -2.164], [-1.471, 1.079, -1.203], [0.472, -1.772, 2.292], [0.241, -0.486, 0.721], [1.779, -0.588, 2.288], [-1.853, 2.052, -0.965], [0.462, 1.940, 0.483], [0.053, -0.214, 2.910], [2.193, -0.243, -0.332], [0.840, -1.116, -1.243], [0.767, -0.654, 2.179]]}

=====

2.
{"formula": "C31H52F12NO12PS4", "method": "ωB97M-V/def2-TZVPD", "total_energy_ev": -144282.841, "charge": 0, "largest_force_ev_per_a": 5.70, "species": ["C", "H", "C", "C", "O", "P", "H", "F", "H", "H", "C", "H", "O", "N", "C", "S", "H", "C", "C", "C", "O", "H", "O", "C", "H", "F", "C", "H", "H", "H", "C", "H", "O", "H", "C", "H", "C", "H", "C", "H", "H", "C", "O", "F", "H", "F", "H", "H", "C", "S", "H", "C", "H", "H", "H", "F", "F", "C", "F", "C", "C", "O", "H", "O", "H", "S", "F", "H", "H", "C", "C", "O", "C", "C", "H", "H", "H", "H", "C", "H", "H", "H", "H", "H", "O", "H", "O", "H", "H", "C", "H", "H", "H", "C", "C", "F", "H", "F", "H", "H", "H", "C", "C", "H", "F", "O", "H", "H", "C", "H", "S", "H", "F"], "coordinates": [[11.268, -0.190, 3.624], [6.329, 6.917, -10.115], [-7.984, -1.971, 1.593], [-1.294, 4.580, -2.664], [-8.191, -1.322, 2.615], [-0.145, -1.878, 1.391], [4.031, 7.916, -9.987], [-10.118, -7.446, 6.185], [-2.190, -0.960, -0.323], [0.980, -4.520, 1.828], [-11.597, -6.163, 4.797], [0.091, -1.707, -3.524], [4.613, 5.289, -7.236], [0.485, 0.972, -3.028], [4.570, 2.050, -3.264], [1.295, -4.029, 0.520], [2.169, -0.451, 2.495], [8.433, -1.516, 5.639], [2.071, -0.976, 3.553], [-5.664, -2.131, 2.112], [-0.055, -2.443, 3.074], [5.639, 1.767, -3.712], [-12.585, -6.583, 4.201], [-11.166, -6.574, 6.204], [3.982, 3.728, -4.848], [5.334, 8.386, -5.829], [-0.101, -1.536, -2.358], [-2.256, 5.074, -3.112], [-6.525, -3.028, 3.887], [9.590, -2.675, 7.049], [-1.375, -2.488, -1.964], [4.701, 1.986, -2.086], [-10.701, -5.275, 4.258], [0.590, -1.881, 5.030], [-1.302, 2.935, -2.832], [5.300, 4.186, -3.581], [2.998, -2.359, 3.548], [-1.818, 5.830, -0.821], [-2.048, -2.118, -0.477], [-2.238, -2.228, -2.747], [-3.154, -2.562, -0.544], [-9.033, -2.330, 0.542], [-1.402, -2.817, 0.643], [-10.764, -5.514, 6.963], [7.925, -0.914, 6.398], [12.133, -0.017, 4.666], [0.878, 3.034, -3.592], [-1.169, -3.642, -2.041], [4.268, 3.600, -3.702], [4.597, -2.162, 4.564], [-5.587, -4.141, 2.901], [5.562, 6.484, -9.464], [-4.753, -2.928, 3.903], [-0.171, -0.447, 4.075], [0.761, 2.686, -1.725], [-8.928, -1.553, -0.574], [-12.160, -7.186, 6.908], [-0.453, 0.092, -2.234], [10.862, 1.059, 3.258], [-5.626, -3.111, 3.270], [-11.992, -3.721, 2.912], [-0.416, -0.325, 1.478], [-1.847, 2.506, -1.861], [9.631, -1.983, 3.264], [5.727, 5.401, -9.447], [2.468, 0.459, -1.012], [12.015, -0.668, 2.589], [-4.742, -2.217, 1.528], [-12.957, -4.065, 3.295], [-1.066, 4.937, -1.050], [1.947, 0.738, -2.624], [9.577, -0.764, 5.207], [0.264, 2.451, -2.767], [4.186, 6.833, -10.001], [3.295, -2.673, 2.457], [-11.290, -5.684, 2.289], [0.904, -1.829, -1.829], [3.398, 6.390, -9.384], [3.211, 4.392, -2.690], [-1.897, 2.561, -3.774], [-10.024, -4.478, 2.503], [2.479, -0.176, 4.339], [3.755, 5.353, -2.242], [2.263, 4.816, -3.272], [1.412, -2.302, 0.687], [2.312, -3.231, 3.966], [5.752, 7.054, -8.160], [7.725, -1.661, 4.815], [-11.666, -2.902, 3.561], [8.865, -2.839, 6.245], [-5.728, -1.094, 2.461], [8.004, -3.379, 6.649], [-1.345, 4.020, -0.352], [10.091, -1.097, 3.979], [0.527, -1.404, 3.938], [-8.931, -3.622, 0.115], [-0.293, 4.944, -3.199], [6.840, 6.864, -5.412], [9.354, -3.474, 5.500], [0.047, 5.250, -0.808], [-0.467, 0.330, -1.067], [-10.970, -4.843, 2.915], [5.539, 7.038, -5.784], [-12.139, -3.334, 1.900], [4.782, 6.576, -4.749], [-6.750, -2.442, 1.225], [2.931, 3.716, -1.776], [4.067, 6.470, -11.026], [5.224, 6.348, -7.110], [5.585, -2.818, 3.773], [3.346, 0.787, -3.924], [-1.591, 0.174, -2.574], [-10.311, -2.182, 0.992]]}

=====

3.
{"formula": "C27H29IrN6O12P2S", "method": "ωB97M-V/def2-TZVPD", "total_energy_ev": -94234.607, "s_squared": 0.75, "charge": 1, "spin_multiplicity": 2, "largest_force_ev_per_a": 0.79, "species": ["H", "H", "H", "H", "H", "C", "C", "O", "H", "H", "O", "H", "O", "O", "H", "C", "H", "H", "C", "C", "O", "N", "C", "C", "N", "H", "C", "H", "H", "C", "C", "H", "C", "H", "C", "C", "C", "N", "C", "O", "O", "P", "Ir", "H", "C", "H", "C", "C", "S", "H", "H", "H", "N", "C", "O", "C", "C", "O", "C", "P", "C", "N", "H", "H", "H", "H", "C", "N", "O", "H", "H", "O", "H", "C", "O", "H", "C", "C"], "coordinates": [[2.854, -2.414, 3.286], [-3.355, 4.079, 5.285], [0.574, 1.197, 3.590], [1.530, -1.889, -3.464], [5.958, -7.913, 0.588], [-3.356, 0.022, -0.069], [4.113, -5.484, -0.913], [-0.742, 3.862, 4.754], [2.061, -0.490, 4.626], [-6.067, 3.783, -2.539], [-2.163, 1.186, 2.493], [4.654, -5.920, 1.141], [-3.540, 1.402, 4.542], [-0.737, 5.440, 2.287], [-6.738, 4.266, -0.984], [-0.070, 0.776, -2.111], [5.076, -7.355, -3.567], [-0.615, 1.675, -2.367], [4.990, -7.045, -2.536], [0.814, -0.558, -0.438], [-2.212, 2.232, -0.545], [-4.773, 4.851, -1.258], [3.329, -4.282, -0.640], [0.426, -0.083, -3.095], [3.147, -3.776, 0.623], [-4.839, 5.336, -3.651], [1.129, -1.203, -2.730], [-0.447, 3.028, 5.164], [-2.466, 4.455, 0.462], [1.055, -0.718, 0.972], [-3.068, 4.328, 4.264], [5.574, -9.616, -3.481], [4.736, -6.216, 0.102], [-2.251, 5.212, -4.475], [5.609, -7.762, -1.515], [6.530, -9.339, -3.031], [0.942, 0.364, 3.019], [2.715, -3.550, -1.544], [2.108, -2.547, -0.846], [-2.182, -0.313, 0.201], [-2.549, 4.049, 1.390], [-1.251, 3.952, 2.241], [-0.959, 1.256, 0.797], [3.497, -4.184, 1.471], [-3.214, 1.653, -1.007], [0.248, 0.157, -4.133], [4.250, -5.916, -2.227], [2.356, -2.661, 0.507], [-2.206, 5.532, -1.253], [-2.846, 5.393, 4.208], [-0.006, 5.609, 2.898], [7.162, -10.218, -2.955], [0.535, 0.260, 1.771], [1.349, -1.453, -1.367], [-1.045, 1.180, 4.864], [-3.724, 5.303, -1.968], [-1.830, 3.514, 3.899], [-4.467, -0.347, 0.034], [-2.913, 6.027, -4.179], [-2.093, 1.678, 3.949], [-6.091, 4.585, -1.796], [0.113, 0.544, -0.823], [-3.402, 6.435, -5.060], [3.768, -5.355, -3.016], [-2.319, 6.804, -3.707], [-3.900, 4.108, 3.598], [1.794, -0.593, 3.585], [-3.941, 5.566, -3.261], [6.352, -8.870, -1.702], [7.026, -8.588, -3.649], [-6.530, 5.482, -2.240], [-4.032, 1.781, -1.847], [-4.605, 4.696, -0.280], [5.474, -7.340, -0.190], [-0.194, 3.009, 1.666], [-4.228, 1.300, 3.875], [1.891, -1.719, 1.470], [2.228, -1.653, 2.837]]}

=====

4.
{"formula": "C2H8N4", "method": "ωB97M-V/def2-TZVPD", "total_energy_ev": -8146.486, "charge": 2, "largest_force_ev_per_a": 2.98, "species": ["H", "C", "H", "H", "C", "H", "H", "N", "H", "H", "N", "N", "N", "H"], "coordinates": [[-1.602, -1.044, -0.394], [-0.546, 0.517, -0.350], [-0.345, -0.496, 2.029], [1.827, -0.972, -1.519], [0.601, -0.369, 0.192], [-2.685, 0.328, -0.483], [2.258, -1.419, 0.026], [-1.718, -0.030, -0.523], [1.203, -1.294, 1.953], [0.501, 2.425, -0.409], [0.451, -0.708, 1.467], [-0.311, 1.771, -0.622], [1.604, -0.846, -0.475], [-1.236, 2.136, -0.891]]}

=====

> What is the formula in the first record?

C6H10O